This record from the Open Molecules 2025 dataset describes a molecular structure, C18H41N2O2P3V at a distorted geometry. The level of theory is ωB97M-V/def2-TZVPD.

XYZ file:
```
67
Properties=species:S:1:pos:R:3:forces:R:3
V -0.263577 -1.447858 -0.546515 0.15 2.02 2.51
P 0.564091 1.364561 -0.781705 0.05 0.99 0.77
P -2.985744 1.131234 2.085304 1.00 -0.64 -0.89
P 0.962430 -1.221724 -2.714810 -0.36 -0.64 -0.74
H -5.153241 -1.357119 0.201054 -0.07 -0.96 -0.25
C -5.052259 -2.442739 -0.033744 -0.88 -0.15 0.76
C -4.562937 -3.265490 0.899834 -0.51 0.02 0.11
H -4.357807 -2.862752 1.900862 0.31 -0.25 -0.52
C -0.407397 2.660255 -1.634072 -0.40 -0.16 -0.27
C 0.808193 2.263328 0.808789 -0.18 -0.08 0.47
C 2.245765 1.745149 -1.421758 0.49 -0.69 -0.34
C -4.336240 0.158461 2.693082 -0.54 0.23 0.41
C -1.610895 1.120361 3.197115 0.16 -0.27 0.54
C -3.194547 2.811465 1.603738 -0.78 0.53 -0.03
C 0.424735 -2.838576 -3.306116 0.01 -0.45 -0.41
C 2.783412 -1.316314 -2.811732 0.36 -0.22 0.42
C 0.469795 -0.003233 -3.973993 -0.27 0.30 0.01
H -5.536364 -2.782997 -0.958707 0.57 0.12 0.30
H -4.412132 -4.356505 0.793691 -0.39 0.77 -0.11
H 0.177551 3.584659 -1.711153 -0.03 -0.24 0.12
H -1.324576 2.880202 -1.080151 0.06 -0.09 -0.08
H -0.685521 2.349065 -2.641551 -0.03 0.07 0.03
H 1.343617 3.201737 0.603037 -0.21 -0.27 -0.03
H 1.402141 1.678999 1.530535 -0.32 0.29 -0.37
H -0.154694 2.530419 1.258476 0.26 -0.10 -0.16
H 2.221942 2.461899 -2.249461 -0.12 -0.12 0.17
H 2.750227 0.843085 -1.770449 0.09 0.30 0.04
H 2.850330 2.168704 -0.611965 -0.14 -0.11 -0.22
H -4.702101 0.688670 3.590662 -0.19 -0.53 -0.26
H -3.988660 -0.865931 2.937043 -0.03 0.68 -0.06
H -5.123617 0.082029 1.926155 0.18 0.15 0.39
H -2.005873 1.412039 4.179127 0.37 -0.16 -0.01
H -0.842979 1.831509 2.874490 -0.32 -0.23 0.21
H -1.204798 0.104825 3.206025 -0.02 0.10 0.31
H -3.876678 3.261278 2.326661 0.01 0.47 -0.22
H -3.608990 2.840453 0.596958 -0.28 0.20 0.10
H -2.235947 3.342690 1.595267 -0.23 -0.19 0.18
H 1.124019 -3.231404 -4.058192 -0.35 0.02 0.10
H -0.586512 -2.753144 -3.727505 0.25 -0.13 0.10
H 0.378332 -3.523527 -2.444575 0.13 0.03 -0.50
H 3.079491 -2.265222 -3.291454 -0.16 0.42 0.19
H 3.208397 -1.291735 -1.793960 0.09 0.08 -0.56
H 3.172049 -0.476260 -3.406307 -0.06 -0.31 0.27
H 0.564753 -0.446197 -4.979670 0.07 0.15 0.38
H 1.106811 0.894837 -3.907333 -0.24 -0.38 -0.07
H -0.578833 0.296770 -3.816585 0.35 -0.16 -0.14
C -2.379993 -2.057692 -0.631947 -0.31 -0.49 -0.05
C -3.016992 -1.256345 -1.637333 -0.34 -1.34 0.84
C -3.483741 -1.918637 -2.771055 0.02 0.51 -0.44
C -3.212772 -3.266672 -2.994016 -0.29 -0.45 -0.16
C -2.541016 -4.042554 -2.043662 0.74 -0.01 -0.05
C -1.915484 -3.421155 -0.955153 -1.41 1.23 0.76
O -2.256842 -1.573184 0.595015 2.89 -0.12 -2.08
H -2.590583 0.471109 0.937179 0.22 -0.03 -0.17
H -3.512578 -0.370005 -1.236957 0.46 0.15 -0.57
H -4.176947 -1.403036 -3.443771 0.44 -0.12 0.09
H -3.603539 -3.751013 -3.897934 -0.01 0.20 0.52
H -2.536842 -5.138958 -2.127353 0.33 0.57 -0.17
H -1.467261 -3.983614 -0.121509 -0.20 0.08 -0.38
N 2.151282 -0.118296 2.721388 -0.10 -0.99 -0.35
C 2.092403 -0.980383 1.648016 1.77 1.30 0.70
N 3.291327 -1.358631 1.112820 -1.42 0.32 0.32
O 0.983224 -1.265446 1.142189 -0.72 -0.79 -1.12
H 3.053518 0.089690 3.140485 -0.31 -0.20 0.00
H 1.350971 -0.064068 3.354773 0.43 -0.08 -0.50
H 3.285265 -1.997359 0.323350 0.27 0.22 0.47
H 4.161937 -1.064730 1.551075 -0.28 -0.42 -0.31
```
Positions in Å, forces in eV/Å.

The HOMO-LUMO gap (alpha / beta) comes out at 6.477 / 7.395 eV. As for the net charge: +3. As for the molar mass: 461.40 g mol⁻¹. The calculation puts the highest occupied orbital energy (alpha / beta) at -16.88 / -16.89 eV. Its expectation value of S² is 2.172. The value obtained for the LUMO energy (alpha / beta) is -10.4 / -9.5 eV. The value obtained for the energy above the lowest of the compared OMol25 structures with the same formula, charge and spin is 0.500 eV. As for the spin multiplicity: 3.

=====

This record from the Open Molecules 2025 dataset describes C4H6ClN in the gas phase at a distorted geometry. The level of theory is ωB97M-V/def2-TZVPD.

XYZ file:
```
12
Properties=species:S:1:pos:R:3:forces:R:3
C 0.714113 0.752885 -0.859663 1.59 1.99 0.17
C 0.374550 0.038093 0.404008 -2.64 -0.89 -0.33
C 0.955006 -1.294943 0.263737 0.47 -2.54 -1.45
N 1.326389 -2.279803 -0.255835 -0.69 2.15 1.78
C -1.251860 -0.000116 0.593083 2.57 -0.35 2.32
Cl -2.197050 -1.021166 -0.418480 -0.34 -0.08 -0.68
H 0.797329 0.074590 -1.695473 -0.10 -0.18 -0.11
H -0.176348 1.376434 -0.993417 0.84 0.69 -0.62
H 1.735954 1.295534 -0.757652 -1.94 -0.53 -0.38
H 0.489239 0.486987 1.373946 1.42 0.61 0.08
H -1.635474 1.036215 0.759723 0.27 -0.88 -0.65
H -1.131844 -0.464705 1.586027 -1.46 0.00 -0.14
```
Positions in Å, forces in eV/Å.

The HOMO-LUMO gap comes out at 11.389 eV. Its structure (SMILES) is C[C@H](C#N)CCl. As for the molar mass: 103.55 g mol⁻¹. The calculation puts the highest occupied orbital energy at -10.69 eV. The value obtained for the LUMO energy is 0.7 eV. The value obtained for the energy above the lowest of the compared OMol25 structures with the same formula, charge and spin is 1.048 eV. As for the spin multiplicity: 1.

=====

This record from the Open Molecules 2025 dataset describes a molecular structure, C7H21ClOP2Tl at a distorted geometry. The level of theory is ωB97M-V/def2-TZVPD.

XYZ file:
```
33
Properties=species:S:1:pos:R:3:forces:R:3
Tl 0.457933 0.039658 -0.726255 -3.30 0.12 -0.15
H -1.435701 -0.570365 1.107681 -0.20 1.43 0.43
H -1.411148 0.197285 1.358556 0.00 -1.67 -0.34
P -0.020539 -2.461873 -0.441203 0.92 -1.38 -0.73
P -0.022461 2.457673 -0.391930 1.61 2.32 -0.57
C 1.433980 3.364520 0.236235 -0.25 0.08 0.24
H 1.345172 4.426860 -0.058826 0.25 -0.48 0.19
H 1.403002 3.230906 1.337584 0.15 0.30 -0.67
H 2.356787 2.906168 -0.164641 -0.40 0.36 0.09
C 0.011912 2.784020 -2.217253 -0.19 0.11 0.09
H -0.854678 2.310576 -2.707389 0.25 0.23 0.21
H -0.008506 3.869514 -2.399156 -0.03 -0.37 -0.04
H 0.923085 2.358217 -2.672514 -0.23 0.24 0.22
C -1.520609 3.322223 0.179865 -0.25 -0.77 0.44
H -1.522874 3.212070 1.280446 -0.10 0.19 -0.55
H -1.461763 4.382856 -0.129498 0.08 -0.57 0.01
H -2.413580 2.829627 -0.246602 0.35 0.34 0.17
C 0.193418 -2.771095 -2.244838 -0.13 -0.28 0.24
H 0.149600 -3.859066 -2.425165 0.05 0.49 -0.21
H -0.611650 -2.247086 -2.792877 0.35 -0.33 0.22
H 1.169273 -2.362804 -2.570798 -0.39 -0.33 0.08
C 1.316228 -3.390414 0.377529 -0.09 -0.21 0.05
H 1.194177 -3.286172 1.473211 0.13 -0.18 -0.52
H 1.247396 -4.453765 0.075712 0.22 0.48 0.32
H 2.296476 -2.967236 0.083849 -0.47 -0.31 0.13
C -1.590986 -3.275923 0.002966 -0.15 0.48 0.25
H -2.425163 -2.758400 -0.507269 0.37 -0.31 0.25
H -1.543768 -4.338430 -0.302153 -0.02 0.53 0.12
H -1.727520 -3.187081 1.097219 -0.02 -0.15 -0.55
C 1.799938 -0.108916 1.119157 3.50 0.85 5.06
O 2.540053 -0.016284 1.993109 -1.91 -0.68 -3.01
H -1.296990 0.013963 -1.242898 -0.11 -0.19 -0.87
Cl 0.035307 1.655972 2.622544 0.02 -0.33 -0.60
```
Positions in Å, forces in eV/Å.

The HOMO-LUMO gap (alpha / beta) comes out at 5.413 / 5.416 eV. As for the net charge: +1. As for the molar mass: 423.03 g mol⁻¹. The calculation puts the highest occupied orbital energy (alpha / beta) at -11.56 / -11.57 eV. The value obtained for the LUMO energy (alpha / beta) is -6.1 / -6.2 eV. The value obtained for the energy above the lowest of the compared OMol25 structures with the same formula, charge and spin is 0.249 eV. As for the spin multiplicity: 1.

=====

This record from the Open Molecules 2025 dataset describes a molecular structure, C11H15N at a distorted geometry. The level of theory is ωB97M-V/def2-TZVPD.

XYZ file:
```
27
Properties=species:S:1:pos:R:3:forces:R:3
C -0.185416 -2.421599 -1.089365 0.88 -3.12 3.91
C 0.779699 -1.316538 -1.271353 4.03 -2.73 2.98
C 0.270841 0.004175 -1.416216 3.38 4.49 4.21
C 1.558648 1.137179 -1.362466 -0.25 -1.49 -5.52
C 2.150191 1.172551 0.026228 -2.51 -3.19 0.99
C 0.719552 1.027835 0.857602 2.84 2.51 -2.09
C 0.374532 1.821319 2.001372 -1.75 0.11 0.70
C -0.876581 1.352016 2.514083 -0.05 0.99 -1.65
C -1.817235 0.433493 1.753506 4.54 4.31 5.26
C -1.424815 0.013910 0.580361 -2.90 -2.24 -3.52
C -0.178927 0.324678 0.030021 -1.18 0.67 0.58
H -1.621426 -3.461176 -1.822832 -0.87 2.56 0.15
H -2.447802 -1.838188 -1.278138 4.42 -2.44 -1.03
H -0.203965 -2.847364 0.243362 -0.21 1.28 -3.60
H 0.595189 -3.153369 -1.534706 -2.89 -0.49 0.68
H 1.146355 -1.360242 0.021438 0.41 0.15 -4.37
H 1.573476 -1.820662 -2.033863 -1.27 2.44 1.56
H -0.396309 0.143838 -2.192894 -1.47 0.62 -1.40
H 2.154515 0.719906 -2.389086 -0.54 1.12 3.13
H 1.275595 2.180112 -1.739997 -0.18 -1.44 0.87
H 2.735601 2.040542 0.251098 0.25 0.31 0.25
H 2.674072 0.155905 0.284007 -0.47 2.11 -0.53
H 0.846426 3.024648 2.493894 -1.00 -4.59 -1.78
H -1.216472 1.992316 3.321878 -0.62 -0.65 0.29
H -2.650895 0.256907 2.326738 -2.23 -0.74 0.43
H -2.388282 -0.514271 0.101917 2.80 0.88 0.09
N -1.471288 -2.401860 -1.685066 -3.15 -1.44 -0.60
```
Positions in Å, forces in eV/Å.

The HOMO-LUMO gap comes out at 9.210 eV. As for the molar mass: 161.25 g mol⁻¹. The calculation puts the highest occupied orbital energy at -8.34 eV. The value obtained for the LUMO energy is 0.9 eV. The value obtained for the energy above the lowest of the compared OMol25 structures with the same formula, charge and spin is 8.618 eV. As for the spin multiplicity: 1.

=====

Repeat the third record exactly.
This record from the Open Molecules 2025 dataset describes a molecular structure, C7H21ClOP2Tl at a distorted geometry. The level of theory is ωB97M-V/def2-TZVPD.

XYZ file:
```
33
Properties=species:S:1:pos:R:3:forces:R:3
Tl 0.457933 0.039658 -0.726255 -3.30 0.12 -0.15
H -1.435701 -0.570365 1.107681 -0.20 1.43 0.43
H -1.411148 0.197285 1.358556 0.00 -1.67 -0.34
P -0.020539 -2.461873 -0.441203 0.92 -1.38 -0.73
P -0.022461 2.457673 -0.391930 1.61 2.32 -0.57
C 1.433980 3.364520 0.236235 -0.25 0.08 0.24
H 1.345172 4.426860 -0.058826 0.25 -0.48 0.19
H 1.403002 3.230906 1.337584 0.15 0.30 -0.67
H 2.356787 2.906168 -0.164641 -0.40 0.36 0.09
C 0.011912 2.784020 -2.217253 -0.19 0.11 0.09
H -0.854678 2.310576 -2.707389 0.25 0.23 0.21
H -0.008506 3.869514 -2.399156 -0.03 -0.37 -0.04
H 0.923085 2.358217 -2.672514 -0.23 0.24 0.22
C -1.520609 3.322223 0.179865 -0.25 -0.77 0.44
H -1.522874 3.212070 1.280446 -0.10 0.19 -0.55
H -1.461763 4.382856 -0.129498 0.08 -0.57 0.01
H -2.413580 2.829627 -0.246602 0.35 0.34 0.17
C 0.193418 -2.771095 -2.244838 -0.13 -0.28 0.24
H 0.149600 -3.859066 -2.425165 0.05 0.49 -0.21
H -0.611650 -2.247086 -2.792877 0.35 -0.33 0.22
H 1.169273 -2.362804 -2.570798 -0.39 -0.33 0.08
C 1.316228 -3.390414 0.377529 -0.09 -0.21 0.05
H 1.194177 -3.286172 1.473211 0.13 -0.18 -0.52
H 1.247396 -4.453765 0.075712 0.22 0.48 0.32
H 2.296476 -2.967236 0.083849 -0.47 -0.31 0.13
C -1.590986 -3.275923 0.002966 -0.15 0.48 0.25
H -2.425163 -2.758400 -0.507269 0.37 -0.31 0.25
H -1.543768 -4.338430 -0.302153 -0.02 0.53 0.12
H -1.727520 -3.187081 1.097219 -0.02 -0.15 -0.55
C 1.799938 -0.108916 1.119157 3.50 0.85 5.06
O 2.540053 -0.016284 1.993109 -1.91 -0.68 -3.01
H -1.296990 0.013963 -1.242898 -0.11 -0.19 -0.87
Cl 0.035307 1.655972 2.622544 0.02 -0.33 -0.60
```
Positions in Å, forces in eV/Å.

The HOMO-LUMO gap (alpha / beta) comes out at 5.413 / 5.416 eV. As for the net charge: +1. As for the molar mass: 423.03 g mol⁻¹. The calculation puts the highest occupied orbital energy (alpha / beta) at -11.56 / -11.57 eV. The value obtained for the LUMO energy (alpha / beta) is -6.1 / -6.2 eV. The value obtained for the energy above the lowest of the compared OMol25 structures with the same formula, charge and spin is 0.249 eV. As for the spin multiplicity: 1.